Entry 1:
Here is one molecule with the formula C3H5N3O in a non-equilibrium geometry from the OMol25 dataset. Energies are from wB97M-V/def2-TZVPD.

Geometry as XYZ:
```
12
Properties=species:S:1:pos:R:3:forces:R:3
O -2.04982 0.68872 -1.87364 3.11 -1.38 2.02
N -2.13992 -0.49599 -1.29365 -1.29 -3.07 1.25
N -0.92117 1.20847 -1.30784 0.35 3.13 0.23
N -1.22904 -0.68181 -0.34905 -5.84 -2.50 -3.11
C -0.57231 0.40654 -0.33523 1.24 2.65 -0.85
C 1.17303 -0.78634 0.71751 -0.36 0.75 -2.70
C 0.48366 0.59384 0.67412 0.01 0.45 -2.50
H 1.83935 -1.00644 1.41867 1.94 -0.27 4.70
H 0.47502 -1.69869 0.68837 1.26 1.66 -0.78
H 0.90129 1.46161 0.08644 1.30 -0.71 1.63
H 2.07503 -0.64474 0.05008 -1.65 -0.98 -1.11
H -0.03513 0.95484 1.52423 -0.08 0.26 1.23
```
Positions in Å, forces in eV/Å.

Energy relative to the best compared isomer or geometry (same formula, charge and spin) (kcal/mol): 128.9
Molar mass (g mol⁻¹): 99.1
Maximum force (hartree/bohr): 0.13754
LUMO (eV): 0.05
E_HOMO (Ha): -0.414
Spin multiplicity: 1
SMILES string: CCc1nnon1
Charge: 0

Löwdin population analysis, charges in e, atoms 1 to 6: number 1, O, carries -0.012; number 2, N, carries 0.049; number 3, N, carries 0.125; number 4, N, carries 0.108; number 5, C, carries -0.498; number 6, C, carries -0.084

Entry 2:
Here is one molecule with the formula C3H5N3O from the OMol25 dataset. Energies are from wB97M-V/def2-TZVPD.

Geometry as XYZ:
```
12
Properties=species:S:1:pos:R:3:forces:R:3
O -0.65785 1.37487 0.24785 -0.37 -0.01 -0.62
N 1.16294 0.08921 -0.54068 0.19 0.13 0.08
N -1.05519 -0.35833 -1.48749 -0.10 0.20 -0.04
N 0.77841 0.01171 1.56739 0.18 0.35 0.08
C -0.50621 0.16810 0.97900 -0.08 -0.42 0.18
C -0.25760 0.15388 -0.44739 -0.04 0.14 0.07
C 1.79583 0.15607 0.66988 -0.30 -0.39 -0.14
H 1.64990 0.32280 -1.39278 0.00 -0.10 0.18
H -1.39778 -0.20712 1.47111 0.16 -0.03 0.11
H -1.79938 -0.96653 -1.17597 0.09 0.11 0.03
H 0.92947 0.14524 2.55227 0.14 -0.05 -0.07
H -0.54233 -0.79982 -2.23609 0.13 0.09 0.14
```
Positions in Å, forces in eV/Å.

Energy relative to the best compared isomer or geometry (same formula, charge and spin) (kcal/mol): 69.9
Molar mass (g mol⁻¹): 99.1
Maximum force (hartree/bohr): 0.01395
LUMO (eV): 0.85
E_HOMO (Ha): -0.322
Spin multiplicity: 1
Charge: 0

Löwdin population analysis, charges in e, atoms 1 to 6: number 1, O, carries 0.041; number 2, N, carries 0.054; number 3, N, carries 0.141; number 4, N, carries 0.028; number 5, C, carries -0.257; number 6, C, carries -0.505

Entry 3:
Here is a 2-piece molecular cluster, C3H5N3O overall from the OMol25 dataset. Energies are from wB97M-V/def2-TZVPD.

Geometry as XYZ:
```
12
Properties=species:S:1:pos:R:3:forces:R:3
O 1.20752 2.67803 -0.53157 -0.07 -0.46 0.14
N -3.02849 0.32596 0.87441 0.33 -0.23 0.11
N 0.77670 -0.73837 -0.37313 0.13 -0.06 0.13
N 1.20231 1.61215 -0.00086 -0.12 0.07 -0.31
C -2.11546 -0.31456 1.19778 -0.24 0.21 -0.12
C 0.36585 -1.33571 0.69758 -0.06 0.05 -0.29
C 0.33681 0.59736 -0.74022 0.02 0.28 0.17
H 0.82458 -2.31325 0.85568 0.05 0.06 -0.03
H -0.77851 -0.87986 1.19196 -0.04 0.08 0.02
H 1.49041 -1.14488 -0.97447 -0.08 0.01 0.13
H -0.68624 0.75710 -0.38137 0.04 -0.03 0.00
H 0.40453 0.75604 -1.81581 0.03 0.01 0.06
```
Positions in Å, forces in eV/Å.

Energy relative to the best compared isomer or geometry (same formula, charge and spin) (kcal/mol): 154.5
Molar mass (g mol⁻¹): 99.1
Maximum force (hartree/bohr): 0.00951
LUMO (spin up / spin down) (eV): -1.05 / -1.05
E_HOMO (spin up / spin down) (Ha): -0.353 / -0.353
Spin multiplicity: 1
Charge: 0

Löwdin population analysis, charges in e, atoms 1 to 6: number 1, O, carries 0.027; number 2, N, carries -0.073; number 3, N, carries -0.016; number 4, N, carries -0.009; number 5, C, carries -0.285; number 6, C, carries 0.074

Entry 4:
Here is one molecule with the formula C3H5N3O in a non-equilibrium geometry from the OMol25 dataset. Energies are from wB97M-V/def2-TZVPD.

Geometry as XYZ:
```
12
Properties=species:S:1:pos:R:3:forces:R:3
O -0.01950 1.64791 -0.59544 0.18 0.34 -0.50
N -1.28149 -1.54438 -0.14207 0.18 0.56 0.27
N 2.72373 -0.70832 -0.79322 -2.13 0.38 1.62
N -0.33879 0.57216 0.21573 -1.73 -1.13 -0.17
C -1.25350 -0.31177 -0.41555 0.74 0.70 -0.31
C 1.83166 -0.46439 -0.07667 2.39 -0.55 -1.89
C 0.80691 0.02700 0.85026 1.11 0.90 1.15
H -0.43286 2.39839 -0.16490 -0.04 0.31 0.09
H 1.29262 0.89943 1.38760 -0.48 -1.18 -0.26
H 0.52205 -0.76260 1.55696 -0.01 0.31 -0.23
H -1.83725 0.25345 -1.16778 0.05 -0.44 0.42
H -2.01359 -2.00688 -0.65493 -0.26 -0.20 -0.17
```
Positions in Å, forces in eV/Å.

Energy relative to the best compared isomer or geometry (same formula, charge and spin) (kcal/mol): 75.1
Molar mass (g mol⁻¹): 99.1
Maximum force (hartree/bohr): 0.06031
LUMO (eV): 0.55
E_HOMO (Ha): -0.364
Spin multiplicity: 1
SMILES string: [H]/N=C/N(O)CC#N
Charge: 0

Löwdin population analysis, charges in e, atoms 1 to 6: number 1, O, carries -0.004; number 2, N, carries 0.115; number 3, N, carries 0.147; number 4, N, carries -0.216; number 5, C, carries -0.236; number 6, C, carries -0.193

Entry 5:
Here is one molecule with the formula C3H5N3O in a non-equilibrium geometry from the OMol25 dataset. Energies are from wB97M-V/def2-TZVPD.

Geometry as XYZ:
```
12
Properties=species:S:1:pos:R:3:forces:R:3
O 0.86192 1.94405 0.23173 0.14 -0.24 0.00
N 1.38602 -1.15272 0.33519 0.19 -0.10 0.23
N -1.97777 -0.02128 -0.51536 -0.25 0.53 2.27
N -1.30718 1.11320 -0.20525 0.37 0.84 -1.12
C 0.19974 -0.46047 0.02982 -0.84 0.46 0.62
C 0.01563 0.90371 0.02681 -0.43 -0.36 0.22
C -1.12685 -0.94968 -0.13767 1.06 -0.93 -1.55
H -1.77623 2.00276 -0.22642 0.11 -0.04 -0.31
H -1.41826 -1.98370 -0.13838 -0.06 -0.25 -0.23
H 1.69293 1.58947 0.58636 -0.33 0.16 0.00
H 2.18052 -0.83491 -0.20566 -0.12 -0.18 -0.10
H 1.26952 -2.15044 0.21883 0.15 0.10 -0.02
```
Positions in Å, forces in eV/Å.

Energy relative to the best compared isomer or geometry (same formula, charge and spin) (kcal/mol): 42.2
Molar mass (g mol⁻¹): 99.1
Maximum force (hartree/bohr): 0.04556
LUMO (eV): 0.61
E_HOMO (Ha): -0.289
Spin multiplicity: 1
SMILES string: Nc1cn[nH]c1O
Charge: 0

Löwdin population analysis, charges in e, atoms 1 to 6: number 1, O, carries 0.087; number 2, N, carries 0.071; number 3, N, carries 0.024; number 4, N, carries 0.018; number 5, C, carries -0.272; number 6, C, carries -0.324

Entry 6:
Here is one molecule with the formula C3H5N3O in a non-equilibrium geometry from the OMol25 dataset. Energies are from wB97M-V/def2-TZVPD.

Geometry as XYZ:
```
12
Properties=species:S:1:pos:R:3:forces:R:3
O -0.26346 1.56948 -1.77454 0.05 -0.42 -0.45
N -1.22953 0.13995 2.20231 0.51 0.14 -0.60
N 1.28509 -0.84361 0.37815 0.12 0.03 -0.09
N 0.95183 0.41798 -0.14792 0.02 0.79 -1.94
C -1.32084 -0.14272 -0.39611 0.33 -0.17 0.07
C -1.10122 0.07795 1.05716 -2.13 -0.55 0.47
C -0.19842 0.63260 -1.03486 2.09 0.48 3.03
H 2.07093 -1.25068 -0.12385 -0.15 0.12 -0.03
H 1.56043 -0.75009 1.35629 -0.36 0.07 -0.22
H -2.28506 0.23304 -0.74331 0.10 -0.27 0.17
H -1.15468 -1.20627 -0.58170 -0.42 0.02 -0.03
H 1.68491 1.12239 -0.19163 -0.15 -0.26 -0.39
```
Positions in Å, forces in eV/Å.

Energy relative to the best compared isomer or geometry (same formula, charge and spin) (kcal/mol): 55.3
Molar mass (g mol⁻¹): 99.1
Maximum force (hartree/bohr): 0.07211
LUMO (eV): 0.61
E_HOMO (Ha): -0.372
Spin multiplicity: 1
SMILES string: N#CCC(=O)NN
Charge: 0

Löwdin population analysis, charges in e, atoms 1 to 6: number 1, O, carries 0.108; number 2, N, carries 0.152; number 3, N, carries 0.011; number 4, N, carries -0.076; number 5, C, carries -0.076; number 6, C, carries -0.254

Entry 7:
Here is a 2-piece molecular cluster, C3H5N3O overall in a non-equilibrium geometry from the OMol25 dataset. Energies are from wB97M-V/def2-TZVPD.

Geometry as XYZ:
```
12
Properties=species:S:1:pos:R:3:forces:R:3
O -2.85672 0.73378 -0.02153 -0.12 0.03 -0.21
N 2.95278 0.41518 0.17322 -0.39 -0.47 0.18
N 1.38001 -1.31823 0.88626 0.36 0.34 -0.11
N 0.29977 1.34497 -1.06716 -0.83 -0.55 0.51
C 2.17658 -0.48183 0.45711 0.10 0.06 -0.01
C -0.52528 0.75922 -0.50711 0.70 0.52 -0.52
C -1.64679 0.03721 0.13233 0.24 -0.15 0.10
H -3.00100 0.89120 -0.96371 -0.07 -0.01 0.16
H 2.76844 0.93860 -0.67693 -0.03 -0.03 0.05
H 1.58198 -2.28721 0.66898 -0.02 0.05 -0.04
H -1.67849 -0.97936 -0.28440 0.01 0.18 0.04
H -1.45128 -0.05354 1.20294 0.03 0.03 -0.15
```
Positions in Å, forces in eV/Å.

Energy relative to the best compared isomer or geometry (same formula, charge and spin) (kcal/mol): 48.5
Molar mass (g mol⁻¹): 99.1
Maximum force (hartree/bohr): 0.02171
LUMO (eV): 0.57
E_HOMO (Ha): -0.386
Spin multiplicity: 1
SMILES string: N#CCO.N=C=N
Charge: 0

Löwdin population analysis, charges in e, atoms 1 to 6: number 1, O, carries -0.045; number 2, N, carries 0.144; number 3, N, carries 0.126; number 4, N, carries 0.154; number 5, C, carries -0.401; number 6, C, carries -0.188

Entry 8:
Here is one molecule with the formula C3H5N3O from the OMol25 dataset. Energies are from wB97M-V/def2-TZVPD.

Geometry as XYZ:
```
12
Properties=species:S:1:pos:R:3:forces:R:3
O -0.52568 0.88145 -2.47084 0.18 0.01 -0.04
N 0.68688 0.54619 -0.45467 -0.19 -0.11 0.20
N -0.94189 -0.47162 0.66793 -0.02 -0.01 0.05
N 1.06383 0.12819 1.85236 0.07 -0.06 -0.07
C -0.42791 0.25512 -1.26907 -0.20 0.07 0.05
C -1.54927 -0.33580 -0.57379 0.34 0.14 0.11
C 0.32328 0.07914 0.69991 -0.04 -0.06 -0.06
H 0.93891 -0.62587 2.51122 -0.02 0.10 -0.09
H -0.53856 -0.96545 -1.43091 0.04 -0.12 -0.05
H 2.02977 0.37903 1.69826 -0.11 -0.02 0.03
H -1.38607 -0.94027 1.44298 0.08 0.07 -0.11
H 0.37279 1.14475 -2.71271 -0.13 0.00 -0.02
```
Positions in Å, forces in eV/Å.

Energy relative to the best compared isomer or geometry (same formula, charge and spin) (kcal/mol): 71.5
Molar mass (g mol⁻¹): 99.1
Maximum force (hartree/bohr): 0.00733
LUMO (eV): 0.60
E_HOMO (Ha): -0.333
Spin multiplicity: 1
Charge: 0

Löwdin population analysis, charges in e, atoms 1 to 6: number 1, O, carries 0.038; number 2, N, carries 0.152; number 3, N, carries 0.036; number 4, N, carries 0.144; number 5, C, carries -0.528; number 6, C, carries 0.006

Entry 9:
Here is a 2-piece molecular cluster, C3H5N3O overall in a non-equilibrium geometry from the OMol25 dataset. Energies are from wB97M-V/def2-TZVPD.

Geometry as XYZ:
```
12
Properties=species:S:1:pos:R:3:forces:R:3
O 0.32569 -2.55250 -0.12310 -0.91 -0.73 -0.42
N 0.89727 0.94272 0.67578 0.02 0.26 -0.46
N -1.04291 -0.20000 0.28287 0.05 -0.40 -0.44
N -1.18562 1.09682 0.02837 -0.45 1.30 0.34
C -0.03621 1.76909 0.30840 -0.54 0.31 0.12
C 0.96120 -1.42133 0.09278 0.95 0.45 1.17
C 0.26613 -0.25546 0.50599 0.62 -1.17 -0.19
H -2.09224 1.46888 -0.20320 0.08 0.07 0.12
H 0.04340 2.84251 0.22892 -0.04 -0.03 0.05
H 2.02544 -1.55359 0.26157 -0.13 0.26 -0.18
H -0.62364 -2.35015 -0.21183 0.13 -0.09 0.03
H 0.46150 0.21301 -1.84654 0.22 -0.23 -0.15
```
Positions in Å, forces in eV/Å.

Energy relative to the best compared isomer or geometry (same formula, charge and spin) (kcal/mol): 126.6
Molar mass (g mol⁻¹): 99.1
Maximum force (hartree/bohr): 0.03054
LUMO (spin up / spin down) (eV): -0.51 / 0.19
E_HOMO (spin up / spin down) (Ha): -0.264 / -0.357
Spin multiplicity: 1
Charge: 0

Löwdin population analysis, charges in e, atoms 1 to 6: number 1, O, carries 0.034; number 2, N, carries 0.111; number 3, N, carries 0.062; number 4, N, carries -0.010; number 5, C, carries -0.202; number 6, C, carries -0.157

Entry 10:
Here is one molecule with the formula C3H5N3O in a non-equilibrium geometry from the OMol25 dataset. Energies are from wB97M-V/def2-TZVPD.

Geometry as XYZ:
```
12
Properties=species:S:1:pos:R:3:forces:R:3
O -2.75710 -1.41936 0.17270 0.89 0.52 0.35
N -0.04854 -1.19263 -0.31276 0.19 0.19 0.01
N 2.00659 -0.02798 0.06411 0.07 0.01 -0.10
N -1.45697 0.84183 -0.15631 0.28 0.12 0.05
C -0.17336 1.08133 -0.09264 -0.13 -0.02 -0.05
C -1.82873 -0.81397 0.52888 -1.16 -0.75 -0.14
C 0.64255 -0.09505 -0.20739 -0.20 -0.14 -0.07
H 2.54951 -0.76524 -0.36238 -0.07 0.03 0.08
H 2.42707 0.87328 -0.11548 -0.08 -0.03 0.07
H 0.24256 1.99628 0.32603 -0.01 -0.09 0.01
H -2.05528 1.56883 0.23349 0.11 0.11 -0.12
H 0.45186 -2.04722 -0.07918 0.11 0.05 -0.09
```
Positions in Å, forces in eV/Å.

Energy relative to the best compared isomer or geometry (same formula, charge and spin) (kcal/mol): 75.2
Molar mass (g mol⁻¹): 99.1
Maximum force (hartree/bohr): 0.02694
LUMO (eV): 0.15
E_HOMO (Ha): -0.287
Spin multiplicity: 1
Charge: 0

Löwdin population analysis, charges in e, atoms 1 to 6: number 1, O, carries 0.035; number 2, N, carries 0.117; number 3, N, carries 0.103; number 4, N, carries 0.060; number 5, C, carries -0.167; number 6, C, carries -0.166